(1)
DFT (ωB97M-V/def2-TZVPD) results for a molecular structure, C30H54F4N4O22S4Y at a distorted geometry.

- E_LUMO: -4.878 eV
- Total charge: +1
- HOMO: -11.9 eV

Last column: Löwdin charge in e.
Geometry (Å):
Y: 1.63 1.52 -1.86  1.75
N: 0.99 3.61 -2.21  -0.43
S: 1.59 5.10 -2.40  0.46
O: 1.25 6.02 -1.40  -0.21
O: 1.71 5.57 -3.72  -0.19
F: 3.10 4.63 -2.04  -0.20
S: -0.64 4.18 -2.10  0.54
O: -1.15 4.77 -3.27  -0.19
O: -1.10 4.51 -0.81  -0.20
F: -1.23 2.70 -2.23  -0.21
N: 0.60 -0.16 -0.85  -0.41
S: -1.03 -0.45 -0.35  0.52
O: -1.30 -0.25 1.01  -0.20
O: -1.66 -1.51 -1.03  -0.20
F: -1.62 0.82 -1.06  -0.16
S: 1.07 -1.65 -0.46  0.47
O: 0.90 -2.63 -1.47  -0.23
O: 0.99 -2.02 0.90  -0.18
F: 2.66 -1.31 -0.62  -0.21
O: -0.06 1.04 5.94  0.09
C: -1.14 0.58 5.65  -0.54
O: -1.30 -0.42 4.77  -0.02
C: -0.22 -0.83 3.94  -0.23
C: 0.84 -1.61 4.72  -0.06
C: -2.43 1.09 6.21  0.03
H: 0.26 0.01 3.43  0.12
H: -0.61 -1.51 3.20  0.08
H: 1.59 -2.04 4.05  0.08
H: 0.35 -2.43 5.25  0.09
H: 1.35 -0.96 5.42  0.07
H: -3.29 0.57 5.80  0.08
H: -2.48 2.17 6.09  0.09
H: -2.43 0.96 7.30  0.10
O: 0.01 0.77 -3.55  -0.06
C: -0.86 0.39 -4.32  -0.49
O: -1.34 1.05 -5.33  0.06
C: -1.00 2.44 -5.53  -0.19
C: -1.81 2.96 -6.69  -0.04
C: -1.46 -0.98 -4.19  0.06
H: 0.08 2.56 -5.68  0.13
H: -1.25 3.01 -4.65  0.08
H: -1.53 2.52 -7.65  0.09
H: -1.69 4.03 -6.79  0.09
H: -2.87 2.73 -6.54  0.09
H: -2.53 -0.93 -4.01  0.11
H: -0.92 -1.51 -3.41  0.07
H: -1.28 -1.53 -5.12  0.10
O: -4.55 4.29 3.39  0.10
C: -5.17 3.36 2.92  -0.54
O: -4.63 2.44 2.10  -0.01
C: -3.34 2.72 1.55  -0.20
C: -2.23 2.40 2.52  -0.06
C: -6.62 3.07 3.18  0.03
H: -3.30 3.74 1.18  0.12
H: -3.23 2.07 0.68  0.11
H: -2.27 1.41 2.96  0.06
H: -2.24 3.10 3.36  0.08
H: -1.29 2.48 1.97  0.05
H: -6.89 3.32 4.20  0.09
H: -6.85 2.02 3.04  0.08
H: -7.20 3.68 2.49  0.10
O: 2.36 -0.45 -3.23  -0.06
C: 2.86 -1.25 -4.01  -0.50
O: 4.12 -1.25 -4.32  0.05
C: 5.02 -0.34 -3.66  -0.21
C: 6.44 -0.64 -4.07  -0.04
C: 2.09 -2.35 -4.64  0.07
H: 4.93 -0.47 -2.58  0.12
H: 4.74 0.69 -3.90  0.12
H: 6.57 -0.50 -5.14  0.09
H: 6.68 -1.68 -3.83  0.08
H: 7.08 0.05 -3.52  0.09
H: 2.68 -2.99 -5.28  0.11
H: 1.23 -1.98 -5.20  0.10
H: 1.60 -2.98 -3.89  0.10
C: 3.93 -4.82 -1.60  -0.09
C: 4.95 -3.68 -1.78  -0.26
C: 5.70 -3.40 -0.48  -0.18
C: 6.35 -4.60 0.06  -0.23
N: 6.86 -5.53 0.50  0.16
H: 4.41 -5.77 -1.34  0.08
H: 3.45 -5.06 -2.56  0.07
H: 3.16 -4.53 -0.89  0.07
H: 4.38 -2.80 -2.07  0.07
H: 5.57 -3.95 -2.64  0.11
H: 4.99 -3.05 0.27  0.12
H: 6.44 -2.61 -0.63  0.11
C: 0.84 3.75 4.03  -0.10
C: 1.05 4.87 3.00  -0.21
C: 2.00 4.45 1.88  -0.14
C: 1.49 3.31 1.11  -0.14
N: 1.15 2.42 0.47  0.13
H: 0.73 2.77 3.57  0.05
H: 0.03 3.96 4.70  0.08
H: 1.75 3.67 4.63  0.09
H: 1.48 5.73 3.52  0.12
H: 0.07 5.06 2.55  0.12
H: 2.96 4.08 2.24  0.14
H: 2.10 5.23 1.12  0.12
C: -0.03 -5.56 -0.22  -0.12
C: -1.54 -5.28 -0.08  -0.10
O: -1.69 -4.92 1.29  0.07
C: -0.48 -4.57 1.79  -0.56
O: -0.27 -4.17 2.89  0.17
O: 0.50 -4.83 0.88  0.03
H: 0.33 -5.14 -1.15  0.11
H: 0.20 -6.62 -0.18  0.13
H: -2.18 -6.14 -0.26  0.13
H: -1.86 -4.52 -0.80  0.12
C: -3.89 -1.25 2.69  -0.12
C: -4.58 -2.43 3.42  -0.08
O: -5.70 -2.73 2.57  0.06
C: -5.57 -2.09 1.39  -0.57
O: -6.31 -2.20 0.48  0.17
O: -4.46 -1.30 1.40  0.06
H: -2.82 -1.46 2.64  0.10
H: -4.00 -0.29 3.19  0.12
H: -4.92 -2.19 4.42  0.13
H: -3.92 -3.30 3.41  0.13

***

(2)
DFT (ωB97M-V/def2-TZVPD) results for 9 unconnected molecules or ions with the total composition C30H54O21S3 at a distorted geometry.

- E_LUMO: 0.114 eV
- HOMO: -8.7 eV
- Relative energy (zero: lowest compared OMol25 entry of this formula, charge and spin): 0.00 kcal per mole

Last column: Löwdin charge in e.
Geometry (Å):
C: 1.89 -2.84 4.45  -0.01
C: 2.57 -1.88 3.51  -0.30
C: 4.07 -1.76 3.73  -0.06
O: 4.59 -1.81 2.38  0.08
C: 3.64 -2.23 1.53  -0.54
O: 3.84 -2.44 0.37  0.15
O: 2.46 -2.36 2.15  0.09
H: 0.84 -2.94 4.19  0.07
H: 1.96 -2.39 5.45  0.10
H: 2.38 -3.81 4.51  0.09
H: 2.01 -0.95 3.59  0.15
H: 4.47 -2.59 4.30  0.13
H: 4.36 -0.80 4.13  0.14
C: -4.89 -4.07 -1.86  -0.01
C: -3.80 -3.05 -1.72  -0.28
C: -3.63 -2.10 -2.89  -0.08
O: -3.60 -0.79 -2.30  0.05
C: -3.87 -0.85 -0.99  -0.60
O: -3.94 0.09 -0.28  0.16
O: -4.12 -2.11 -0.63  0.08
H: -4.59 -4.89 -2.52  0.10
H: -5.81 -3.62 -2.22  0.09
H: -5.08 -4.53 -0.89  0.08
H: -2.88 -3.49 -1.34  0.13
H: -4.40 -2.12 -3.66  0.13
H: -2.70 -2.25 -3.44  0.11
C: 5.77 -4.06 -3.14  -0.02
C: 5.02 -3.14 -2.22  -0.31
C: 5.86 -1.95 -1.73  -0.10
O: 4.96 -0.85 -1.76  0.06
C: 3.95 -1.14 -2.63  -0.59
O: 3.23 -0.34 -3.08  0.17
O: 4.00 -2.43 -2.97  0.06
H: 6.50 -4.64 -2.56  0.10
H: 6.37 -3.48 -3.85  0.09
H: 5.12 -4.79 -3.62  0.08
H: 4.57 -3.64 -1.36  0.12
H: 6.71 -1.76 -2.39  0.13
H: 6.28 -2.08 -0.73  0.13
C: -2.35 4.31 -2.48  -0.03
C: -3.79 3.99 -2.76  -0.30
C: -4.25 2.61 -2.21  -0.09
O: -4.93 2.95 -1.00  0.07
C: -5.12 4.30 -0.93  -0.58
O: -5.65 4.84 -0.03  0.17
O: -4.62 4.92 -2.03  0.08
H: -1.69 3.60 -2.98  0.09
H: -2.12 4.36 -1.41  0.09
H: -2.19 5.33 -2.85  0.09
H: -4.00 4.08 -3.82  0.15
H: -3.38 1.99 -2.02  0.10
H: -4.93 2.13 -2.91  0.13
C: -2.42 -2.16 4.02  -0.02
C: -2.64 -2.58 2.58  -0.29
C: -1.54 -3.47 1.97  -0.08
O: -2.23 -4.62 1.49  0.06
C: -3.55 -4.52 1.75  -0.57
O: -4.35 -5.34 1.44  0.16
O: -3.82 -3.42 2.49  0.09
H: -2.19 -3.01 4.67  0.09
H: -3.36 -1.79 4.43  0.09
H: -1.64 -1.39 4.06  0.07
H: -2.82 -1.68 1.99  0.14
H: -0.79 -3.73 2.72  0.12
H: -1.02 -2.96 1.16  0.10
C: 1.49 1.77 -1.14  -0.01
C: 0.16 1.20 -0.76  -0.26
C: 0.03 -0.34 -0.79  -0.06
O: -0.13 -0.70 0.58  0.04
C: -0.15 0.38 1.36  -0.58
O: -0.23 0.33 2.55  0.13
O: -0.12 1.51 0.65  0.08
H: 1.64 1.66 -2.21  0.09
H: 2.33 1.25 -0.67  0.09
H: 1.52 2.84 -0.93  0.09
H: -0.65 1.68 -1.30  0.14
H: 0.98 -0.75 -1.14  0.11
H: -0.81 -0.68 -1.39  0.13
C: 2.48 9.03 -0.42  -0.27
S: 1.61 7.73 -1.32  0.79
O: 2.70 7.03 -2.05  -0.56
C: 1.24 6.70 0.10  -0.29
H: 3.44 8.61 -0.13  0.06
H: 1.91 9.44 0.41  0.06
H: 2.62 9.83 -1.15  0.04
H: 2.24 6.52 0.53  0.06
H: 0.96 5.70 -0.22  0.03
H: 0.57 7.05 0.88  0.04
C: -2.19 4.45 3.24  -0.24
S: -0.48 4.80 2.76  0.79
O: -0.11 6.15 3.26  -0.57
C: 0.29 3.67 3.96  -0.24
H: -2.83 5.22 2.84  0.05
H: -2.27 4.32 4.32  0.05
H: -2.36 3.49 2.74  0.05
H: -0.06 3.91 4.95  0.05
H: 1.35 3.89 3.85  0.05
H: 0.06 2.65 3.65  0.03
C: 1.35 -4.74 -3.43  -0.24
S: 0.62 -3.38 -2.52  0.83
O: -0.85 -3.51 -2.70  -0.54
C: 1.07 -3.84 -0.84  -0.24
H: 0.90 -4.64 -4.42  0.05
H: 1.01 -5.69 -3.03  0.06
H: 2.43 -4.62 -3.46  0.03
H: 0.35 -4.58 -0.48  0.07
H: 1.08 -2.95 -0.20  0.02
H: 2.08 -4.24 -0.80  0.05

***

| no. | gap between HOMO and LUMO (eV) |
| --- | --- |
| 1 | 7.02 |
| 2 | 8.85 |